# 1
Entry from OMol25: the molecule C5H5IO at a distorted geometry (ωB97M-V/def2-TZVPD).

Structure (ORCA input):
```
! wB97M-V def2-TZVPD RIJCOSX def2/J DEFGRID3
* xyz 0 1
C -0.47 1.30 0.59
C -0.63 0.07 1.09
C 0.11 1.40 -0.71
C -0.17 -1.11 0.30
C 0.48 -0.67 -0.98
O 0.41 2.21 -1.51
I 2.60 -0.86 -1.11
H -0.75 2.20 1.12
H -1.07 -0.12 2.06
H 0.51 -1.69 0.94
H -1.03 -1.76 0.09
H 0.02 -0.99 -1.90
*
```

Output
E_tot (eV): -15412.052
HOMO (eV): -8.227
Relative energy (zero: lowest compared OMol25 entry of this formula, charge and spin) (kJ/mol): 66.83
F_max (eV/A): 4.10

# 2
Entry from OMol25: a structure of composition C20H28AsCl2F2N4OSW at a distorted geometry (ωB97M-V/def2-TZVPD).

Structure (ORCA input):
```
! wB97M-V def2-TZVPD RIJCOSX def2/J DEFGRID3
* xyz 3 3
W 0.19 -1.18 -0.26
F 0.70 2.83 -4.20
C -0.10 2.04 -3.51
C 0.44 0.97 -2.83
C -0.41 0.14 -2.11
C -1.80 0.37 -2.05
C -2.28 1.47 -2.75
F -3.57 1.77 -2.70
C -1.46 2.30 -3.50
C -2.64 -0.47 -1.18
C -4.00 -0.67 -1.36
C -4.70 -1.43 -0.45
C -4.04 -1.98 0.64
C -2.68 -1.79 0.74
N -1.97 -1.06 -0.15
H 1.51 0.78 -2.91
H -1.87 3.14 -4.04
H -4.49 -0.23 -2.21
H -5.77 -1.59 -0.58
H -4.56 -2.56 1.39
H -2.14 -2.25 1.55
N 0.47 -1.94 1.92
N 0.69 -3.33 2.08
C 0.32 -4.20 1.11
N 0.39 -5.48 1.40
S -0.18 -3.67 -0.44
H 1.28 -1.45 2.31
H -0.33 -1.65 2.49
H 0.91 -3.64 3.02
H 0.65 -5.84 2.30
H 0.18 -6.16 0.68
C -0.98 1.08 2.84
C 0.50 1.32 2.54
As 0.97 1.18 0.66
C 0.27 2.79 -0.16
C 0.14 3.98 0.79
C 2.91 1.36 0.66
C 3.40 2.76 1.03
H -1.16 1.06 3.91
H -1.36 0.15 2.41
H -1.61 1.88 2.43
H 1.15 0.65 3.10
H 0.79 2.33 2.84
H -0.71 2.53 -0.59
H 0.93 3.01 -1.00
H -0.64 3.83 1.53
H -0.13 4.86 0.21
H 1.07 4.21 1.31
H 3.25 1.08 -0.34
H 3.28 0.61 1.35
H 3.08 3.52 0.33
H 4.49 2.76 1.02
H 3.09 3.05 2.03
Cl 2.69 -1.95 -0.15
C 3.82 -2.01 -1.63
Cl 3.51 -0.78 -2.80
H 3.66 -2.99 -2.06
H 4.80 -1.88 -1.19
O 0.02 -2.13 -3.23
C 0.04 -1.49 -2.26
*
```

Output
E_tot (eV): -133154.978
HOMO (alpha / beta) (eV): -17.671 / -17.760
Relative energy (zero: lowest compared OMol25 entry of this formula, charge and spin) (kJ/mol): 93.24
<S²>: 2.024
F_max (eV/A): 1.11

# 3
Entry from OMol25: a structure of composition C13H20BrCl3N3O3RuSi (ωB97M-V/def2-TZVPD).

Structure (ORCA input):
```
! wB97M-V def2-TZVPD RIJCOSX def2/J DEFGRID3
* xyz 2 2
Ru 0.38 -1.16 -0.33
C -3.16 0.43 3.27
N -2.84 0.12 1.87
C -3.98 0.19 0.96
C -1.66 -0.28 1.45
O -1.49 -0.63 0.24
C -0.50 -0.36 2.43
O 0.71 -0.68 1.74
C 1.80 0.26 1.88
C 1.85 1.19 0.67
O 1.18 0.88 -0.35
N 2.60 2.27 0.72
C 3.44 2.64 1.86
C 2.66 3.19 -0.43
H -3.64 1.41 3.31
H -2.27 0.46 3.89
H -3.84 -0.32 3.65
H -4.45 1.17 1.06
H -4.71 -0.57 1.23
H -3.66 0.05 -0.07
H -0.69 -1.16 3.15
H -0.39 0.58 2.97
H 2.71 -0.35 1.91
H 1.70 0.79 2.82
H 3.58 1.81 2.54
H 3.01 3.48 2.40
H 4.42 2.93 1.48
H 1.83 2.99 -1.10
H 3.60 3.05 -0.95
H 2.60 4.21 -0.06
Br 1.99 -0.43 -5.74
C 0.62 -0.91 -4.56
C -0.65 -1.25 -5.02
C -1.62 -1.58 -4.10
C -1.31 -1.58 -2.75
N -0.08 -1.26 -2.32
C 0.87 -0.92 -3.20
H -0.86 -1.25 -6.08
H -2.62 -1.85 -4.41
H -2.04 -1.84 -2.00
H 1.84 -0.65 -2.82
Cl 0.28 -4.45 1.45
Si 0.38 -3.44 -0.29
Cl 0.03 -4.67 -1.84
Cl 2.36 -2.51 -0.51
*
```

Output
E_tot (eV): -142477.935
HOMO (alpha / beta) (eV): -14.795 / -14.788
Relative energy (zero: lowest compared OMol25 entry of this formula, charge and spin) (kJ/mol): 3.08
<S²>: 0.755
F_max (eV/A): 0.66